# 1
144
Properties=species:S:1:pos:R:3:lowdin_charge:R:1 method="wB97M-V/def2-TZVPD" total_energy_ha=-4338.74575 gap_ev=8.6
O 4.261 4.255 -2.601 0.0636
N 3.860 3.283 -1.953 -0.2903
O 3.174 3.473 -0.943 0.0410
C 4.274 1.891 -2.363 -0.0949
C 5.116 1.731 -3.525 0.0051
C 5.617 0.489 -3.900 -0.0535
C 5.177 -0.587 -3.153 -0.0834
C 4.340 -0.443 -2.115 -0.0815
C 3.882 0.763 -1.725 -0.0295
H 5.526 2.618 -3.985 0.1061
H 6.332 0.445 -4.708 0.1109
H 5.591 -1.561 -3.370 0.1132
H 3.983 -1.295 -1.555 0.1198
H 3.063 0.823 -1.023 0.1135
O -4.542 -2.018 6.571 0.0473
N -4.865 -2.183 5.373 -0.3369
O -5.987 -2.270 4.941 0.0858
C -3.753 -2.327 4.382 -0.1032
C -4.011 -2.301 2.970 0.0006
C -2.995 -2.515 2.087 -0.0587
C -1.697 -2.649 2.565 -0.0708
C -1.434 -2.777 3.887 -0.0672
C -2.456 -2.593 4.828 0.0144
H -5.030 -2.118 2.662 0.1137
H -3.312 -2.636 1.062 0.0964
H -0.850 -2.804 1.912 0.0853
H -0.446 -3.020 4.247 0.0734
H -2.261 -2.600 5.890 0.1121
O 0.945 -3.149 0.078 0.0513
N 1.627 -3.044 1.139 -0.2929
O 2.255 -2.030 1.379 0.0628
C 1.639 -4.060 2.207 -0.1307
C 1.266 -5.405 1.958 0.0088
C 1.204 -6.335 2.986 -0.0716
C 1.478 -5.941 4.284 -0.0492
C 1.761 -4.580 4.578 -0.0408
C 1.854 -3.659 3.526 -0.0275
H 1.155 -5.745 0.939 0.1166
H 1.005 -7.374 2.769 0.1100
H 1.389 -6.714 5.033 0.1062
H 1.790 -4.225 5.597 0.1014
H 1.999 -2.632 3.827 0.1054
O 0.359 -1.466 6.058 0.0734
N 0.909 -0.490 5.623 -0.3246
O 0.413 0.162 4.691 0.0543
C 2.241 -0.070 6.121 -0.1461
C 2.993 -1.020 6.790 -0.0243
C 4.290 -0.768 7.158 -0.0640
C 4.865 0.457 6.810 -0.0583
C 4.118 1.429 6.107 -0.0376
C 2.732 1.193 5.809 0.0232
H 2.553 -1.988 6.977 0.1123
H 4.824 -1.603 7.587 0.1128
H 5.897 0.570 7.106 0.1068
H 4.704 2.288 5.817 0.0999
H 2.092 1.990 5.461 0.1154
O -1.893 -0.954 -5.260 0.0586
N -3.112 -0.940 -5.065 -0.3231
O -3.951 -1.148 -5.916 0.1021
C -3.530 -0.368 -3.737 -0.1469
C -2.861 0.732 -3.208 0.0044
C -3.327 1.292 -1.984 -0.0300
C -4.415 0.690 -1.272 -0.0447
C -5.114 -0.382 -1.867 -0.0566
C -4.731 -0.860 -3.152 0.0018
H -1.959 1.098 -3.675 0.1107
H -2.747 2.112 -1.588 0.0774
H -4.819 1.140 -0.377 0.0915
H -6.018 -0.865 -1.528 0.0998
H -5.432 -1.475 -3.698 0.1118
O 6.660 -0.797 3.266 0.0817
N 5.451 -0.723 3.207 -0.3298
O 4.643 -1.635 3.393 0.0646
C 4.973 0.608 2.789 -0.1477
C 5.804 1.738 2.853 -0.0036
C 5.364 3.045 2.528 -0.0420
C 4.101 3.150 1.939 -0.0771
C 3.310 2.030 1.808 -0.0840
C 3.743 0.788 2.187 -0.0123
H 6.759 1.604 3.341 0.1094
H 5.930 3.959 2.634 0.1050
H 3.803 4.146 1.646 0.1071
H 2.398 2.150 1.242 0.0932
H 3.099 -0.060 2.009 0.0922
C -4.970 4.291 0.291 -0.0263
O -3.812 4.658 1.055 0.0136
C -2.788 3.855 1.364 -0.5470
O -2.519 2.766 0.943 0.1299
O -2.157 4.496 2.382 0.0020
C -0.934 4.138 2.970 -0.0596
H -4.786 3.640 -0.563 0.0771
H -5.551 5.123 -0.107 0.0930
H -5.743 3.842 0.913 0.0953
H -0.059 4.184 2.322 0.0917
H -0.964 3.153 3.436 0.0895
H -0.605 4.779 3.788 0.0922
C 0.833 0.381 -5.261 -0.0709
O 0.639 0.887 -6.542 0.0179
C 1.327 1.915 -7.033 -0.5394
O 1.320 2.249 -8.248 0.0703
O 1.969 2.529 -6.025 -0.0364
C 2.955 3.512 -6.392 -0.0266
H 1.896 0.182 -5.125 0.0995
H 0.356 -0.564 -5.000 0.0781
H 0.500 1.128 -4.540 0.0769
H 3.928 3.051 -6.219 0.0865
H 2.860 4.283 -5.627 0.0873
H 2.867 4.028 -7.347 0.0979
C -8.093 -4.284 -3.357 -0.0073
O -6.652 -4.520 -3.539 0.0162
C -5.959 -4.470 -2.421 -0.6402
O -6.351 -4.198 -1.287 0.0840
O -4.700 -4.606 -2.759 0.0190
C -3.731 -4.696 -1.705 -0.0171
H -8.596 -4.362 -4.321 0.0931
H -8.240 -3.308 -2.896 0.0917
H -8.583 -5.016 -2.715 0.0941
H -3.366 -5.723 -1.676 0.1004
H -4.079 -4.427 -0.707 0.0885
H -2.866 -4.074 -1.935 0.0599
C 0.003 3.052 -2.051 -0.0316
O -0.719 3.496 -3.185 -0.0051
C -0.391 4.586 -3.861 -0.4874
O 0.549 5.394 -3.592 0.0746
O -1.180 4.614 -4.996 -0.0167
C -0.696 5.281 -6.094 -0.0867
H 0.818 2.414 -2.391 0.0825
H -0.561 2.375 -1.409 0.0661
H 0.404 3.875 -1.459 0.1013
H -0.640 6.368 -6.047 0.0957
H -1.400 5.022 -6.886 0.1047
H 0.322 4.976 -6.335 0.0864
C -0.278 0.572 1.223 -0.0200
O 0.255 0.611 -0.106 -0.0407
C -0.060 -0.240 -1.098 -0.5500
O 0.463 -0.047 -2.177 0.1203
O -1.014 -1.100 -0.651 -0.0177
C -1.603 -1.960 -1.574 -0.0707
H -0.230 -0.440 1.624 0.0714
H -1.333 0.831 1.129 0.0796
H 0.268 1.232 1.897 0.0812
H -1.106 -2.929 -1.623 0.0900
H -1.635 -1.605 -2.604 0.0845
H -2.624 -2.140 -1.236 0.0745

***

# 2
24
Properties=species:S:1:pos:R:3:nbo_charge:R:1 method="wB97M-V/def2-TZVPD" de_lowest_kj_mol=330.26 total_energy_ha=-575.73868 gap_ev=8.8
C -1.185 2.338 -0.091 -0.5991
C 0.055 1.915 0.671 -0.3853
C 1.264 2.184 0.213 0.7481
O 2.311 2.483 -0.161 -0.4426
C 0.061 0.981 1.870 -0.3660
C 0.709 -0.380 1.493 -0.3763
C -0.137 -1.256 0.526 -0.4379
C 0.233 -1.464 -0.950 0.1388
C -0.781 -2.302 -1.702 -0.6412
O 1.628 -1.775 -1.463 -0.4675
C 1.135 -0.576 -1.575 0.7619
O 1.511 0.449 -1.934 -0.5341
H -1.244 1.947 -1.168 0.2146
H -1.123 3.424 -0.251 0.2186
H -2.060 2.146 0.432 0.2159
H 0.643 1.291 2.848 0.2076
H -0.917 0.760 2.104 0.2043
H 1.661 -0.172 1.044 0.2030
H 0.820 -0.928 2.313 0.2004
H -0.117 -2.262 0.917 0.2181
H -1.177 -1.195 0.519 0.2288
H -1.759 -1.724 -2.034 0.2305
H -1.142 -3.088 -1.007 0.2157
H -0.389 -2.796 -2.615 0.2436